Entry 1:
Density functional theory data (ωB97M-V/def2-TZVPD) for an isolated ion of composition H3NOP and charge -1 in a non-equilibrium geometry.

Computed properties:
Net charge: -1
ΔE to the lowest compared entry with this formula, charge and spin in kcal per mole: 92.38
Multiplicity: 1
F_max in eV Å⁻¹: 2.1
LUMO in hartree: 0.192

Structure (XYZ):
```
6
Properties=species:S:1:pos:R:3:forces:R:3:nbo_charge:R:1
N 0.52540 0.82338 -0.13783 0.2 1.5 0.1 -0.709
O 1.31867 -0.33786 0.21167 1.0 -1.3 0.4 -0.773
P -0.35842 -0.65782 -0.24702 -1.4 1.3 -0.8 0.599
H -0.75025 -1.19214 0.96842 0.6 -0.7 1.3 -0.134
H 0.97380 1.23776 -0.96834 -0.6 -0.4 0.0 0.306
H -1.70920 0.12668 0.17310 0.2 -0.4 -1.0 -0.289
```
Forces are in eV/Å.

Entry 2:
Density functional theory data (ωB97M-V/def2-TZVPD) for a 2-piece molecular cluster, C4H14N2OS overall in a non-equilibrium geometry.

Computed properties:
ΔE to the lowest compared entry with this formula, charge and spin in kcal per mole: 35.07
Multiplicity: 1
F_max in eV Å⁻¹: 3.9
LUMO in hartree: 0.026

Structure (XYZ):
```
22
Properties=species:S:1:pos:R:3:forces:R:3:nbo_charge:R:1
C 0.99878 0.17151 -0.52179 1.8 0.0 -1.3 -0.232
N 0.08601 0.38447 0.59418 0.5 1.1 0.5 -0.703
C 0.29958 1.80876 1.12436 -0.5 -0.9 0.9 -0.054
N -0.40502 2.16116 2.34574 1.0 -0.7 0.5 -0.827
C 0.57148 -1.12607 -1.27267 1.5 0.8 2.6 -0.436
C -0.75474 -1.00575 -1.92164 0.5 -3.0 -2.4 -0.549
S -1.02541 0.48128 -2.87852 0.5 0.4 0.1 -0.026
H 1.11417 1.05705 -1.24031 -0.9 -0.8 0.6 0.173
H 2.13393 0.10035 -0.25962 -2.0 -0.3 0.5 0.195
H -0.89691 0.13507 0.30849 1.3 1.0 0.3 0.372
H -0.16363 2.51851 0.42456 1.2 0.0 -0.5 0.179
H 1.38493 1.87589 1.43163 -1.0 0.2 -1.4 0.194
H -1.33409 1.82770 2.21000 -0.9 -0.1 0.7 0.351
H 0.03069 1.76424 3.19852 -0.7 0.1 -0.9 0.361
H 1.39902 -1.40234 -1.99883 -1.1 0.0 1.0 0.223
H 0.37918 -1.83711 -0.38148 0.9 0.4 -1.7 0.229
H -0.62390 -1.94360 -2.64113 -1.2 1.9 1.1 0.226
H -1.62224 -1.18959 -1.29776 0.1 0.0 0.3 0.214
H -2.07662 -0.13338 -3.34941 -1.0 0.2 -0.8 0.120
H 0.64763 -2.47365 1.83717 -0.5 0.3 0.3 0.461
H -0.00717 -1.12976 2.06121 0.3 1.7 -0.6 0.486
O -0.13565 -2.04474 2.22731 0.3 -2.1 0.2 -0.956
```
Forces are in eV/Å.

Among the records above, which one has the highest ΔE to the lowest compared entry with this formula, charge and spin?
H3NOP

Which value of multiplicity does entry 2 give?
1

Repeat the first record exactly.
Density functional theory data (ωB97M-V/def2-TZVPD) for an isolated ion of composition H3NOP and charge -1 in a non-equilibrium geometry.

Computed properties:
Net charge: -1
ΔE to the lowest compared entry with this formula, charge and spin in kcal per mole: 92.38
Multiplicity: 1
F_max in eV Å⁻¹: 2.1
LUMO in hartree: 0.192

Structure (XYZ):
```
6
Properties=species:S:1:pos:R:3:forces:R:3:nbo_charge:R:1
N 0.52540 0.82338 -0.13783 0.2 1.5 0.1 -0.709
O 1.31867 -0.33786 0.21167 1.0 -1.3 0.4 -0.773
P -0.35842 -0.65782 -0.24702 -1.4 1.3 -0.8 0.599
H -0.75025 -1.19214 0.96842 0.6 -0.7 1.3 -0.134
H 0.97380 1.23776 -0.96834 -0.6 -0.4 0.0 0.306
H -1.70920 0.12668 0.17310 0.2 -0.4 -1.0 -0.289
```
Forces are in eV/Å.

Which of these has the highest LUMO?
H3NOP